This record from the Open Molecules 2025 dataset describes a structure of composition C28H29N7OPtS2Se. The level of theory is ωB97M-V/def2-TZVPD.

```
! RIJCOSX wB97M-V def2-TZVPD def2/J DEFGRID3
* xyz 2 3
Pt 0.26963 1.43525 -0.97133
Se -2.01483 3.09107 1.07022
S -0.27426 3.71119 -1.81027
S 1.93486 1.02227 -2.56998
O 0.70683 -0.70063 -0.11622
N -2.05873 -2.60259 0.70116
N -1.43783 -1.59258 -0.01329
N -0.48837 2.15378 1.02144
N 3.35512 -1.14178 -1.97605
N -2.45699 2.49300 2.65513
N 0.22107 5.96959 -0.53945
N 1.27024 -1.55430 -2.90815
C -3.29445 -0.00735 -0.05418
C -1.45625 -4.44678 2.22227
C 0.64287 0.05494 3.77463
C 3.67629 -2.45154 -1.87829
C 0.88097 6.91443 0.17133
C 0.69949 0.65445 2.56339
C 0.09927 -2.62460 1.23719
C -1.51290 1.66615 3.06754
C 2.12859 6.65242 0.64748
C 0.50160 -3.78832 -3.37694
C -0.09835 -1.55824 0.32705
C -1.11299 -3.24010 1.42062
C -3.97912 1.00791 -0.71423
C 0.71385 4.74539 -0.84435
C 2.74557 -3.34863 -2.32361
C -3.35089 -3.15489 0.30816
C 2.17508 -0.69812 -2.47350
C 1.54002 -2.86175 -2.84230
C 2.69462 5.40309 0.35666
C -2.15446 -0.53999 -0.63231
C -1.66507 -0.04815 -1.84691
C 2.00550 4.46813 -0.37742
C -3.50071 1.52771 -1.90890
C -1.53552 0.98776 4.33188
C 5.01683 -2.80071 -1.32492
C -2.34221 1.00700 -2.46876
C -0.40341 1.47131 2.16281
C -0.48513 0.20518 4.65723
H -3.98951 -3.25020 1.18353
H 0.58337 -4.78330 -2.94464
H -2.26178 -4.23329 2.92579
H -3.64962 -0.37984 0.89859
H 5.06777 -3.85912 -1.08651
H 2.65849 7.39855 1.21927
H -3.82770 -2.48632 -0.40001
H -3.22670 -4.13028 -0.16191
H 2.44614 3.51409 -0.62792
H -4.03478 2.32432 -2.40874
H 1.47743 -0.54893 4.10749
H -1.78508 -5.26500 1.57921
H 5.23226 -2.22234 -0.42579
H -0.58662 -4.78038 2.78165
H -0.70022 6.18644 -0.90274
H -1.97706 1.37447 -3.41949
H 1.02935 -2.87927 1.71371
H 2.94653 -4.40856 -2.27590
H -0.49198 -3.37761 -3.20983
H 3.69587 5.18031 0.70198
H -4.88518 1.40584 -0.27564
H -0.87109 -0.57431 -2.36723
H 0.36215 7.84946 0.32217
H 1.54690 0.53938 1.90369
H 5.79137 -2.57890 -2.06211
H -0.47255 -0.30857 5.60930
H 4.00577 -0.44175 -1.63939
H -2.37713 1.13255 4.99467
H 0.63780 -3.87839 -4.45803
*
```

Output
expectation value of S²: 2.01
HOMO level (alpha / beta): -12.10 / -13.22 eV
LUMO level (alpha / beta): -0.2080 / -0.2583 Ha


This record from the Open Molecules 2025 dataset describes an isolated molecule of C28H29NO4. The level of theory is ωB97M-V/def2-TZVPD.

```
! RIJCOSX wB97M-V def2-TZVPD def2/J DEFGRID3
* xyz 0 1
O 4.24333 -0.07410 3.25845
O 1.07657 -0.52664 -0.51851
O 0.49091 -1.82490 1.91785
O 1.16385 -2.91840 0.26641
N 2.32359 0.72620 1.97950
C 3.50203 -1.38819 1.50761
C 0.98741 3.81363 4.18362
C -4.57394 1.65391 -3.61224
C 0.57727 -3.78000 -4.18045
C 2.79564 -2.72373 1.69595
C 2.37252 3.30050 4.30590
C -0.40686 -4.66166 -4.25230
C 3.43553 -0.34931 2.41245
C 0.02937 3.27382 3.59493
C -1.99789 3.18358 -2.96470
C -0.00662 -2.58977 -0.53648
C 1.26831 -2.46688 1.41874
C -1.03055 -0.32415 -1.68686
C 1.91551 1.83872 2.70582
C -2.50719 -1.16545 -1.64382
C -2.25355 1.57998 -2.56362
C 2.77319 2.35018 3.64151
C 0.53367 2.16463 2.78435
C -0.21060 -3.36629 -1.70271
C -1.08348 -4.35035 -1.83262
C -0.02175 -0.91385 -0.87626
C -3.35148 -0.41308 -2.40418
C 0.47351 5.00752 5.09826
C -0.97251 -5.24752 -3.12683
C 0.93270 -3.00268 -3.06138
C -3.20516 0.87660 -2.65421
C -0.26108 1.41930 1.82660
C -1.09779 0.88986 -1.68961
H 0.05984 1.35735 0.89427
H -1.40026 1.79227 1.91164
H -4.67760 2.49506 -2.77159
H 2.56939 -2.78785 2.84021
H -0.72836 3.57499 3.30423
H -5.19449 0.92570 -3.66221
H -1.71604 -4.65709 -1.09653
H -0.10941 1.54612 -1.68449
H -1.03120 -2.69585 0.06540
H 4.48089 -1.61655 1.37942
H -2.42859 -2.18226 -1.70749
H -3.98896 1.95835 -4.54616
H -0.21838 0.33433 2.11479
H 1.21367 -3.52169 -4.95910
H -4.24515 -0.93521 -2.66665
H 3.24926 -1.05095 0.44051
H -1.65931 -6.02815 -3.18904
H 3.07697 3.86415 5.09033
H -1.05163 3.45160 -2.77330
H -0.26199 -5.28892 -5.16738
H 3.80821 2.02598 3.90675
H 1.79586 0.39278 1.28660
H 1.28521 -2.02798 -2.91024
H -0.10002 5.75097 4.35167
H -0.12086 4.67554 5.95816
H -2.53336 3.72375 -2.44846
H 1.11942 5.47944 5.51877
H 3.01528 -3.68996 1.43129
H -2.12285 3.14260 -4.20256
*
```

Output
HOMO level: -7.06 eV
LUMO level: -0.0083 Ha


This record from the Open Molecules 2025 dataset describes a structure of composition C28H29NO4PSTa. The level of theory is ωB97M-V/def2-TZVPD.

```
! RIJCOSX wB97M-V def2-TZVPD def2/J DEFGRID3
* xyz 2 1
Ta -0.17624 0.38927 1.58504
S -2.87147 0.97376 1.39331
P -0.54301 0.41248 -0.98960
O -3.97332 1.36197 2.17892
O -2.04346 -0.21195 1.98169
O 1.15268 1.60289 2.67606
O -1.74143 1.93769 1.21519
N 0.62585 -1.17782 1.71310
C 1.14309 -2.46792 1.78375
C 0.86100 1.89998 4.10263
C 3.02476 -3.95619 1.66631
C 2.17847 -5.03161 1.90875
C 0.31689 -0.77275 -2.02327
C 0.98900 2.50655 -1.92540
C -0.61096 1.72687 4.35323
C 0.29007 -3.54652 2.01875
C 2.51270 -2.67191 1.60419
C 1.20348 3.77600 -2.43460
C -1.39316 2.90598 -1.92896
C -2.34021 0.06356 -1.14013
C -0.31202 2.06934 -1.66156
C 0.47690 -2.07840 -1.55687
C 2.82953 1.48294 0.95267
C -3.32395 0.39331 -0.19523
C 0.75903 -0.41975 -3.29918
C 2.60193 1.42844 2.43616
C -4.12752 -0.71781 -2.57335
C 1.54095 -2.66981 -3.62652
C -2.77090 -0.50317 -2.33134
C 1.37426 -1.37369 -4.09520
C -1.17028 4.17642 -2.43779
C 0.81665 -4.82605 2.08414
C 1.08793 -3.02452 -2.36153
C -4.67145 0.17840 -0.41708
C 0.12315 4.61368 -2.68366
C -5.07585 -0.37342 -1.62908
H 1.72039 -1.10396 -5.08358
H 1.46088 1.20001 4.68352
H -0.93038 0.68053 4.25221
H -4.43181 -1.15958 -3.51255
H -2.01068 4.82368 -2.64796
H 1.83167 1.84071 -1.78750
H 3.09573 2.24707 2.95664
H 1.20750 2.91726 4.27044
H 2.46897 2.42649 0.54473
H 4.08492 -4.12007 1.52933
H -6.12713 -0.54059 -1.81725
H 3.89785 1.41460 0.74307
H 0.11891 -2.36469 -0.57699
H -1.21853 2.38513 3.73285
H 2.21007 4.10693 -2.65222
H 2.02298 -3.40902 -4.25221
H 0.62407 0.58717 -3.67227
H 2.87688 0.47630 2.89047
H 2.36432 0.63363 0.43331
H -0.82152 1.98379 5.39223
H 3.16589 -1.83098 1.40693
H -0.76976 -3.37514 2.15923
H 2.58468 -6.03238 1.96437
H -2.40828 2.57933 -1.74627
H 1.21186 -4.03671 -2.00079
H 0.29070 5.60397 -3.08504
H -5.39400 0.43617 0.34560
H 0.16226 -5.66523 2.27706
H -2.05152 -0.78070 -3.09090
*
```

Output
HOMO level: -14.07 eV
LUMO level: -0.2576 Ha


This record from the Open Molecules 2025 dataset describes a structure of composition C28H30BMnN4O2. The level of theory is ωB97M-V/def2-TZVPD.

```
! RIJCOSX wB97M-V def2-TZVPD def2/J DEFGRID3
* xyz 1 2
Mn -0.13725 1.25184 0.09265
O 0.53315 -1.13115 -1.59314
O 1.78493 0.67099 -2.25439
N 0.83990 2.77954 -0.20852
N 1.51422 0.65527 0.86088
N -1.12602 0.46362 1.48817
N -1.82714 1.02782 -0.86346
C -5.45581 -0.74512 1.12311
C 2.18333 2.72369 0.10495
C 0.34905 4.04759 -0.75739
C 2.45475 -2.85866 -4.22704
C -0.48757 0.37638 2.80283
C -2.43330 0.24273 1.26820
C 2.13708 -0.43239 -3.01792
C -2.76469 0.38192 -0.15797
C -5.05355 -0.71055 -0.20378
C -3.89328 -0.20419 -0.75777
C 3.06356 -0.51449 -4.02891
C 3.21040 -1.76260 -4.63184
C 3.06692 3.71990 -0.25284
C 1.48171 -0.64938 1.50840
C -1.17501 4.12147 -0.88783
C 3.76302 1.22606 1.46763
C -2.05766 1.26117 -2.29064
C -3.36574 0.00764 2.27963
C 4.43590 3.88384 0.02920
C -1.67007 3.79317 -2.29850
C 0.68994 -0.61191 2.82112
C -1.25281 2.42782 -2.84661
C 2.53105 1.49234 0.81791
C -4.69645 -0.38541 2.21742
C 1.51655 -2.75719 -3.20149
C 1.38448 -1.52104 -2.61669
C 5.26892 3.11591 0.79293
C 4.93596 1.92683 1.46640
B 0.81067 0.20751 -1.39211
H 0.79235 4.21352 -1.74672
H 0.98087 -1.32479 0.81542
H -1.28845 4.56386 -2.97386
H 1.33921 -0.33093 3.65312
H -0.18210 2.26492 -2.69401
H 0.92197 -3.60169 -2.88167
H -3.11378 1.48478 -2.46326
H 0.32958 -1.62137 3.02256
H 2.47642 -1.06272 1.67421
H -1.41147 2.42467 -3.92721
H 6.29032 3.45687 0.90209
H 3.77380 0.32315 2.06272
H 0.69557 4.86071 -0.11383
H -6.45879 -1.10189 1.31933
H -3.00110 0.15581 3.28597
H 2.65813 4.51783 -0.85504
H -1.18619 0.08259 3.58195
H 3.92722 -1.88021 -5.43282
H -5.19019 -0.46486 3.17913
H -5.76871 -1.10011 -0.91913
H 4.87639 4.77030 -0.41181
H 3.64282 0.34464 -4.33749
H -1.49145 5.13657 -0.64330
H -1.82043 0.34830 -2.85095
H 5.73117 1.48784 2.05762
H -2.76057 3.87518 -2.32643
H 2.59746 -3.81010 -4.72053
H -3.85418 -0.26686 -1.83595
H -0.12369 1.37199 3.06871
H -1.64303 3.47333 -0.14504
*
```

Output
expectation value of S²: 1.18
HOMO level (alpha / beta): -10.58 / -10.48 eV
LUMO level (alpha / beta): -0.1470 / -0.1242 Ha


This record from the Open Molecules 2025 dataset describes a structure of composition C28H30BrGeI2MnSb. The level of theory is ωB97M-V/def2-TZVPD.

```
! RIJCOSX wB97M-V def2-TZVPD def2/J DEFGRID3
* xyz 2 6
I -0.46170 2.11512 1.97804
I -0.26509 -2.65595 2.55642
Sb 2.58921 0.25124 0.67471
Br -1.92010 -0.34925 4.61558
Ge -1.26490 0.50618 -1.57641
Mn -0.12666 -0.34552 0.83694
C -2.75758 -3.19728 -0.09380
C 2.36186 -1.11555 -4.13870
C -4.18936 3.22281 -4.07352
C -0.16197 -0.88492 5.04405
C -3.76124 1.20356 -2.84635
C 0.55472 -1.79630 4.28127
C -2.91067 -0.50508 0.58582
C 1.69779 -0.76165 6.56505
C 2.40129 -1.68412 5.80033
C -4.62746 2.00196 -3.58078
C -3.68201 -1.43426 1.27295
C 0.42293 -0.36418 6.19221
C 3.56086 0.66819 2.51528
C 4.07024 -0.96422 -0.22658
C -2.02102 2.85274 -3.10344
C -3.60553 -2.77726 0.93000
C 0.65177 0.53217 -3.74358
C -2.04359 -0.90725 -0.45295
C -2.45289 1.62145 -2.60679
C 1.98033 -1.79276 -2.98809
C -1.98435 -2.27430 -0.78222
C 1.70045 0.04817 -4.51188
C 0.94670 -1.29326 -2.20800
C 2.90620 2.09576 -0.33484
C -0.72293 1.97338 -0.20647
C 0.26572 -0.12802 -2.57662
C -2.88846 3.64944 -3.83424
C 1.83093 -2.20408 4.65013
H 2.13416 -0.35426 7.46686
H 0.11389 1.41173 -4.07662
H 0.12168 2.53284 -0.59997
H 2.92158 1.26099 3.16608
H 4.46898 1.21887 2.27813
H 2.89541 1.92710 -1.41106
H -3.03202 0.54931 0.81622
H 5.04159 -0.51391 -0.02539
H -5.64078 1.67324 -3.77034
H 4.03614 -1.96619 0.19763
H 2.47828 -2.71312 -2.70870
H -2.55137 4.60275 -4.21974
H -4.21407 -3.50287 1.45513
H -0.13031 0.33933 6.79891
H 2.14208 2.82113 -0.06690
H -1.00915 3.20202 -2.92374
H -4.35645 -1.10692 2.05284
H -1.60618 2.60082 -0.29755
H 3.81629 -0.26418 3.01710
H -4.86140 3.84712 -4.64710
H 2.36494 -2.93647 4.05832
H 3.87988 2.47600 -0.03184
H -1.36832 -2.60582 -1.60809
H 3.38810 -2.01081 6.09935
H 1.98715 0.56665 -5.41768
H -4.11172 0.25004 -2.46555
H -2.71828 -4.24359 -0.36960
H 3.89756 -1.00848 -1.29913
H 3.16318 -1.50347 -4.75439
H 0.65568 -1.85680 -1.32672
*
```

Output
expectation value of S²: 8.76
HOMO level (alpha / beta): -14.28 / -14.33 eV
LUMO level (alpha / beta): -0.2177 / -0.2347 Ha


This record from the Open Molecules 2025 dataset describes a structure of composition C28H30CdF3N3O5PS4. The level of theory is ωB97M-V/def2-TZVPD.

```
! RIJCOSX wB97M-V def2-TZVPD def2/J DEFGRID3
* xyz -2 2
Cd 0.25983 -0.67164 1.01440
S 3.77662 -0.13675 0.41201
S 0.17071 0.56998 3.76850
S 0.85676 1.65422 -0.02263
S -2.88578 1.64504 -0.35446
P 2.85904 1.48310 -0.14570
F 0.98478 -1.07249 5.66244
F 1.20212 1.02834 6.14802
F -0.75960 0.10955 6.18992
O 3.29020 1.82326 -1.66560
O 1.52230 0.60750 3.26094
O -0.58239 -0.58984 3.28068
O 3.46030 2.83241 0.53968
O -0.55107 1.81367 3.81972
N -3.33157 1.71850 2.33797
N -1.67970 -1.43509 0.18132
N -3.16655 -0.30546 1.59746
C 2.27000 -1.51724 -4.34575
C 2.14398 -2.81125 -2.30933
C 0.53036 -5.81873 3.53864
C 1.01388 -4.54446 3.81670
C 3.49651 3.01689 1.96140
C -3.10001 1.00538 1.19068
C 0.72550 -3.86795 1.49145
C 4.84854 2.64099 2.53981
C 0.98577 -1.04192 -4.09236
C -3.26706 -3.76836 0.30216
C 2.83422 3.01951 -2.29975
C 0.28163 -1.44329 -2.96771
C -3.18869 3.15272 2.45460
C 0.15563 -2.73123 -0.80763
C 0.92759 -2.85344 0.41766
C -3.48830 -0.38197 2.94664
C -2.83829 -1.47598 0.81855
C 0.83765 -2.34489 -2.02615
C 1.10650 -3.59086 2.81160
C -1.36793 -2.55125 -0.74977
C 0.16562 -6.12266 2.23159
C 4.02834 3.89304 -2.62644
C 0.27138 -5.16547 1.22717
C -3.71298 -2.52973 0.89825
C 2.83953 -2.40656 -3.43498
C -3.58604 0.86805 3.40768
C -2.14842 -3.81148 -0.42900
C 0.41410 0.13600 5.53331
H -2.38002 3.38404 3.14961
H -0.19442 -7.11769 1.98863
H -1.67282 -2.25045 -1.75993
H 2.82120 -1.18842 -5.22067
H -4.65902 -2.43640 1.41526
H 1.46776 -2.59463 3.04687
H 3.71352 4.77952 -3.18758
H 1.97944 -2.61325 0.30758
H 2.69606 2.44869 2.43298
H 0.44737 -6.56324 4.32485
H 3.29972 4.07637 2.12245
H 5.64329 3.21224 2.04915
H -2.94739 3.53734 1.46851
H -3.84627 -4.67202 0.46875
H -4.12126 3.60214 2.80137
H -3.74292 1.23699 4.40832
H 0.03589 -5.42638 0.20281
H 2.30476 2.72423 -3.20693
H 0.53715 -0.32020 -4.76867
H 3.84491 -2.77708 -3.60244
H 4.86642 2.85308 3.61494
H 1.30713 -4.28650 4.83004
H 2.12916 3.55086 -1.65870
H -1.81855 -4.73218 -0.90054
H 4.74758 3.32926 -3.22616
H -0.69084 -1.00546 -2.77158
H 5.03552 1.58014 2.37806
H -3.54835 -1.32961 3.45284
H 4.51917 4.20614 -1.70270
H 2.60002 -3.51501 -1.62423
*
```

Output
expectation value of S²: 0.77
HOMO level (alpha / beta): -0.21 / -1.14 eV
LUMO level (alpha / beta): 0.1660 / 0.1660 Ha


This record from the Open Molecules 2025 dataset describes an isolated molecule of C28H30N2O2. The level of theory is ωB97M-V/def2-TZVPD.

```
! RIJCOSX wB97M-V def2-TZVPD def2/J DEFGRID3
* xyz 0 1
O -1.47192 2.72220 1.46727
O 2.35497 -1.23588 2.32225
N 1.55481 -2.11987 0.39379
N 4.31490 0.47800 -0.86907
C 0.08870 1.40500 -2.18448
C 4.82963 -0.77431 1.20153
C -2.44932 -0.86052 0.28201
C -0.38544 -1.11044 1.51553
C 1.72782 2.24129 -0.11470
C 2.55291 -1.73281 1.23306
C 0.20938 -1.72488 0.41885
C 3.65381 -0.68762 -1.43609
C 3.98063 -1.95123 0.71090
C 4.14818 -1.98848 -0.80856
C 2.29975 1.85051 -1.31901
C -1.69409 -0.67728 1.43714
C -6.46201 0.51617 0.05891
C -0.54138 -1.92267 -0.73795
C -1.85337 -1.50279 -0.80092
C -0.29184 2.45934 1.38825
C 0.58875 2.37169 2.60784
C -5.48657 1.31318 0.62976
C -3.83688 -0.38155 0.20690
C 0.35062 2.16298 0.08229
C 3.79906 1.71572 -1.45588
C -0.46671 1.75129 -0.96872
C 4.28261 0.50846 0.58489
C -6.14091 -0.73859 -0.44752
C 1.46238 1.43593 -2.35159
C -7.20721 -1.60362 -1.05056
C -4.82709 -1.17206 -0.37134
C -4.17864 0.87072 0.71054
H -0.54757 1.09253 -2.99908
H 3.87619 -0.69376 -2.50867
H -7.90062 -1.93798 -0.27882
H -4.56773 -2.15238 -0.74726
H 4.89223 1.35864 0.90492
H 5.21279 -2.10247 -1.02274
H 4.30986 2.54778 -0.96572
H 2.36156 2.63043 0.66709
H 3.26108 0.65170 0.96798
H 0.18041 -0.97260 2.42097
H 3.63678 -2.83802 -1.26909
H -5.74525 2.28883 1.01446
H 1.15248 1.44116 2.60515
H 1.29135 3.20315 2.61565
H -2.41534 -1.64801 -1.71194
H -2.14477 -0.19973 2.29373
H -6.77607 -2.48047 -1.52748
H -0.02634 2.42696 3.50245
H -1.53279 1.70167 -0.80950
H -7.77862 -1.04640 -1.79135
H 4.34734 -2.88525 1.15243
H -0.08658 -2.40033 -1.59615
H 4.76996 -0.69427 2.28676
H 1.82386 -2.58820 -0.45927
H 4.07734 1.71264 -2.51400
H 2.55909 -0.62394 -1.32257
H 1.89535 1.13846 -3.29674
H -3.41853 1.50621 1.13936
H -7.48320 0.86611 0.00302
H 5.87016 -0.92036 0.91109
*
```

Output
HOMO level: -8.05 eV
LUMO level: 0.0168 Ha